2 unconnected molecules or ions with the total composition C2H5O2 at a distorted geometry, computed with ωB97M-V with the def2-TZVPD basis set.

Each line ends with the Löwdin charge.
Geometry (Å):
1 O -1.43 0.29 -0.87  -0.1506
2 C -1.15 -0.84 -1.34  -0.6434
3 O -0.22 -1.61 -0.91  -0.2003
4 H -1.81 -1.23 -2.14  0.0736
5 C 0.93 0.67 1.07  -0.0848
6 H 0.73 -0.18 0.34  0.0101
7 H 0.62 0.44 2.13  0.0129
8 H 0.35 1.52 0.68  0.0028
9 H 1.98 0.94 1.06  -0.0203

Properties
net charge: -1
LUMO energy: 4.70 eV
Kohn-Sham gap: 0.3176 Ha
relative energy (zero: lowest compared OMol25 entry of this formula, charge and spin): 0.7 kcal per mole